w | {"formula": "C3H3BrF2", "method": "ωB97M-V/def2-TZVPD", "species": ["C", "C", "C", "F", "F", "Br", "H", "H", "H"], "xyz": [[0.90, -1.34, 0.00], [1.62, -0.24, 0.04], [-1.47, 0.98, 0.43], [1.44, 0.73, -0.85], [-0.71, 1.90, 1.10], [-2.48, 1.58, -0.92], [0.22, -1.60, -0.81], [1.28, -2.06, 0.74], [-0.81, 0.05, 0.26]], "homo_ev": [-10.6, -8.6], "orbital_gap_ev": [10.44, 7.11]}



x | {"formula": "C3H3BrF2", "method": "ωB97M-V/def2-TZVPD", "species": ["C", "C", "C", "F", "F", "Br", "H", "H", "H"], "xyz": [[-2.42, -0.26, 0.56], [-1.75, 0.08, -0.38], [1.67, -1.00, -0.42], [1.78, -1.38, 0.86], [2.81, -1.32, -1.06], [1.72, 1.95, -0.20], [-2.97, -0.62, 1.38], [0.45, 1.88, 0.24], [-1.28, 0.68, -0.98]], "homo_ev": -10.3, "orbital_gap_ev": 10.43}



y | {"formula": "C3H3BrF2", "method": "ωB97M-V/def2-TZVPD", "species": ["C", "C", "C", "F", "F", "Br", "H", "H", "H"], "xyz": [[1.26, -0.14, -1.03], [0.65, -0.54, 0.13], [-1.23, 0.44, 0.75], [1.17, -1.39, 1.03], [-0.88, 1.77, 0.79], [-2.50, 0.04, -0.52], [2.27, -0.66, -1.10], [0.79, 0.51, -1.79], [-1.52, -0.03, 1.73]], "homo_ev": -9.6, "orbital_gap_ev": 9.99}



Most stable pick: y. Distance to second place: 0.0457 hartree.